<a>
Computed, not measured: the molecule C3H4O4, with ωB97M-V with the def2-TZVPD basis set.

```
! RIJCOSX wB97M-V def2-TZVPD def2/J DEFGRID3
* xyz 0 1
C -0.632 -0.828 0.220
C -0.053 0.413 0.886
C 1.049 0.928 -0.012
O 0.260 -1.735 -0.110
O -0.878 0.206 -1.107
O -0.502 0.980 1.848
O 1.860 0.145 -0.505
H 1.145 -1.157 -0.438
H -1.825 0.235 -1.319
H -1.569 -1.203 0.644
H 1.144 2.016 -0.108
*
```

Properties
Structure (SMILES): O=CC(=O)C(O)O
Highest occupied orbital energy (eV): -9.86
E_LUMO (eV): -0.6

***

<b>
Computed, not measured: the molecule C3H4O4, with ωB97M-V with the def2-TZVPD basis set.

```
! RIJCOSX wB97M-V def2-TZVPD def2/J DEFGRID3
* xyz 0 1
O 2.652 0.591 -0.595
O -2.366 -0.108 0.978
O 0.786 -0.096 0.656
O -0.944 -0.893 -0.781
C 2.045 0.498 0.462
C -1.980 -0.916 0.127
C -0.053 0.234 -0.448
H 2.491 1.013 1.275
H -2.590 -1.769 0.061
H -0.605 1.121 -0.319
H 0.565 0.325 -1.415
*
```

Properties
Structure (SMILES): O=COCOC=O
Highest occupied orbital energy (eV): -11.00
E_LUMO (eV): 0.8

***

Name the most stable of them. <b>.

***

<a>
Computed, not measured: a cluster of 5 separate species, H8IO4 in total, with ωB97M-V with the def2-TZVPD basis set.

```
! RIJCOSX wB97M-V def2-TZVPD def2/J DEFGRID3
* xyz -1 1
I 0.599 0.449 0.997
O 2.191 -0.095 -2.125
H 1.565 -0.654 -2.537
H 1.672 0.491 -1.596
O -1.838 1.644 -1.170
H -1.014 1.800 -1.591
H -1.495 0.981 -0.502
O 1.121 -2.805 -0.033
H 0.969 -1.878 -0.052
H 1.783 -3.057 -0.710
O -2.005 0.964 3.472
H -1.473 0.409 2.878
H -2.075 1.751 2.968
*
```

Properties
Highest occupied orbital energy (eV): -4.71
E_LUMO (eV): 3.4

***

<b>
Computed, not measured: a cluster of 5 separate species, H8IO4 in total, with ωB97M-V with the def2-TZVPD basis set.

```
! RIJCOSX wB97M-V def2-TZVPD def2/J DEFGRID3
* xyz -1 1
I -0.423 0.540 1.218
O -1.616 -2.619 2.250
H -1.156 -2.060 1.588
H -0.982 -3.311 2.462
O -0.327 3.796 -0.591
H 0.031 3.082 -0.035
H -1.219 3.498 -0.789
O 1.761 1.113 -1.639
H 1.466 0.955 -0.723
H 0.945 1.096 -2.147
O 0.324 -2.228 -0.828
H 1.014 -2.558 -0.245
H 0.180 -1.304 -0.521
*
```

Properties
Highest occupied orbital energy (eV): -4.73
E_LUMO (eV): 3.4

***

<c>
Computed, not measured: a structure of composition H8IO4, with ωB97M-V with the def2-TZVPD basis set.

```
! RIJCOSX wB97M-V def2-TZVPD def2/J DEFGRID3
* xyz -1 1
I -6.765 -1.748 12.761
O -5.316 0.105 11.117
H -5.868 -0.636 11.369
H -5.857 0.612 10.512
O -4.504 -0.147 13.713
H -5.286 -0.565 13.352
H -3.777 -0.536 13.227
O -4.898 -3.556 12.235
H -4.085 -3.093 12.440
H -5.584 -3.024 12.638
O -6.603 -1.416 15.412
H -7.148 -2.181 15.594
H -6.648 -1.309 14.462
*
```

Properties
Highest occupied orbital energy (eV): -4.48
E_LUMO (eV): 3.5

***

Name the most stable of them. <b>.

***

<a>
Computed, not measured: a structure of composition C46H61MnN9O2P, with ωB97M-V with the def2-TZVPD basis set.

```
! RIJCOSX wB97M-V def2-TZVPD def2/J DEFGRID3
* xyz 1 6
Mn 0.146 0.283 0.793
N -1.699 1.582 3.623
C -1.042 2.610 2.878
C -1.376 3.919 3.104
C -0.979 4.940 2.239
C -0.482 4.500 0.998
C -0.129 3.204 0.797
N 0.023 2.297 1.946
C -1.743 0.266 3.512
C -2.621 -0.457 4.378
C -2.723 -1.804 4.269
C -1.947 -2.484 3.302
C -1.109 -1.739 2.531
N -0.969 -0.381 2.607
H -2.352 1.960 4.288
H -2.043 4.144 3.937
H -1.234 5.973 2.427
H -0.458 5.176 0.146
H 0.125 2.807 -0.171
H -3.199 0.090 5.113
H -3.391 -2.352 4.923
H -1.997 -3.557 3.182
H -0.487 -2.231 1.796
C 5.316 0.762 -0.116
C 5.230 0.981 -1.610
C 6.141 0.318 -2.433
C 6.194 0.528 -3.802
C 5.307 1.418 -4.390
C 4.376 2.067 -3.598
C 4.330 1.853 -2.223
N 3.370 2.631 -1.496
C 2.592 2.214 -0.425
N 2.611 3.049 0.635
C 2.520 2.626 2.000
C 1.327 2.194 2.577
C 1.386 1.674 3.873
C 2.569 1.651 4.587
C 3.721 2.195 4.041
C 3.707 2.687 2.745
C 4.940 3.357 2.182
N 1.816 1.166 -0.485
C 1.766 0.490 -1.764
C 2.551 -0.638 -2.000
C 2.535 -1.287 -3.227
C 1.742 -0.790 -4.247
C 0.959 0.332 -4.015
C 0.937 0.979 -2.781
C 0.023 2.154 -2.558
H 5.863 -0.159 0.087
H 4.347 0.696 0.382
H 5.871 1.571 0.366
H 6.844 -0.367 -1.972
H 6.932 0.010 -4.401
H 5.330 1.597 -5.458
H 3.653 2.746 -4.040
H 3.515 3.626 -1.567
H 3.257 3.809 0.510
H 0.487 1.304 4.342
H 2.583 1.230 5.586
H 4.638 2.237 4.617
H 5.794 3.186 2.836
H 4.793 4.441 2.121
H 5.209 3.000 1.185
H 3.238 -0.971 -1.231
H 3.162 -2.157 -3.389
H 1.737 -1.267 -5.219
H 0.337 0.723 -4.813
H -0.556 2.362 -3.458
H 0.575 3.059 -2.294
H -0.680 1.953 -1.749
C 2.379 -1.664 2.846
C 2.423 -2.217 1.440
O 1.341 -1.636 0.671
H 3.298 -1.917 3.375
H 1.533 -2.064 3.408
H 2.292 -0.576 2.821
H 2.307 -3.300 1.429
H 3.375 -1.969 0.968
H 1.507 -1.761 -0.275
O -1.349 -0.436 -0.428
P -2.515 -1.288 -0.851
N -2.476 -1.482 -2.476
C -3.247 -2.481 -3.228
C -4.243 -1.653 -4.039
C -3.438 -0.394 -4.411
C -2.327 -0.283 -3.339
N -2.439 -2.794 -0.207
C -3.593 -3.613 0.221
C -3.116 -5.056 0.045
C -1.593 -4.953 0.175
C -1.289 -3.659 -0.563
N -3.878 -0.541 -0.358
C -3.905 0.230 0.913
C -5.278 -0.074 1.546
C -5.958 -1.090 0.609
C -5.255 -0.889 -0.731
H -3.703 -3.221 -2.569
H -2.571 -3.010 -3.907
H -5.097 -1.382 -3.419
H -4.617 -2.190 -4.909
H -4.069 0.493 -4.431
H -2.992 -0.504 -5.400
H -2.403 0.625 -2.740
H -1.342 -0.293 -3.800
H -4.490 -3.411 -0.363
H -3.823 -3.405 1.268
H -3.376 -5.427 -0.948
H -3.563 -5.720 0.783
H -1.072 -5.806 -0.256
H -1.308 -4.866 1.226
H -1.241 -3.834 -1.643
H -0.354 -3.193 -0.254
H -3.795 1.295 0.705
H -3.078 -0.065 1.550
H -5.868 0.839 1.614
H -5.169 -0.471 2.555
H -7.033 -0.931 0.532
H -5.793 -2.107 0.964
H -5.711 -0.063 -1.283
H -5.288 -1.775 -1.366
*
```

Properties
Highest occupied orbital energy (spin up / spin down) (eV): -7.28 / -7.31
E_LUMO (spin up / spin down) (eV): -1.5 / -1.5

***

<b>
Computed, not measured: a structure of composition C46H61MnN9O2P, with ωB97M-V with the def2-TZVPD basis set.

```
! RIJCOSX wB97M-V def2-TZVPD def2/J DEFGRID3
* xyz 1 6
Mn 0.073 0.084 0.252
N 3.684 0.053 0.733
C 3.173 -1.210 1.023
C 4.047 -2.115 1.639
C 3.589 -3.372 1.949
C 2.276 -3.706 1.628
C 1.488 -2.747 1.033
N 1.908 -1.502 0.746
C 3.273 1.022 -0.169
C 4.240 1.961 -0.563
C 3.905 2.921 -1.484
C 2.617 2.924 -2.015
C 1.731 1.981 -1.558
N 2.024 1.051 -0.629
H 4.650 0.153 0.999
H 5.069 -1.824 1.849
H 4.247 -4.090 2.420
H 1.871 -4.688 1.829
H 0.462 -2.961 0.763
H 5.239 1.908 -0.151
H 4.641 3.649 -1.800
H 2.309 3.645 -2.759
H 0.720 1.936 -1.925
C -2.546 -0.450 6.636
C -1.836 -1.743 6.353
C -2.067 -2.878 7.127
C -1.433 -4.080 6.854
C -0.532 -4.167 5.802
C -0.272 -3.046 5.034
C -0.927 -1.846 5.299
N -0.648 -0.700 4.495
C -0.822 -0.637 3.133
N -1.632 -1.597 2.639
C -1.958 -2.037 1.318
C -1.347 -1.520 0.172
C -1.669 -2.197 -1.015
C -2.560 -3.256 -1.077
C -3.181 -3.689 0.085
C -2.885 -3.098 1.302
C -3.540 -3.607 2.563
N -0.268 0.305 2.415
C 0.373 1.358 3.122
C 1.760 1.461 3.108
C 2.407 2.501 3.760
C 1.666 3.442 4.458
C 0.282 3.342 4.475
C -0.386 2.322 3.804
C -1.886 2.287 3.754
H -3.237 -0.565 7.469
H -3.113 -0.120 5.764
H -1.846 0.349 6.888
H -2.766 -2.816 7.951
H -1.640 -4.947 7.467
H -0.025 -5.100 5.591
H 0.441 -3.083 4.218
H -0.115 0.050 4.905
H -1.982 -2.212 3.356
H -1.178 -1.892 -1.930
H -2.770 -3.748 -2.019
H -3.892 -4.507 0.056
H -4.267 -4.380 2.323
H -4.068 -2.813 3.099
H -2.818 -4.052 3.257
H 2.329 0.709 2.580
H 3.488 2.563 3.737
H 2.160 4.248 4.986
H -0.302 4.086 5.006
H -2.306 3.189 4.200
H -2.300 1.426 4.284
H -2.210 2.220 2.715
C -2.638 -0.509 -3.927
C -2.003 0.426 -2.921
O -0.580 0.248 -2.833
H -3.717 -0.352 -3.960
H -2.454 -1.549 -3.661
H -2.248 -0.332 -4.933
H -2.380 0.236 -1.916
H -2.231 1.466 -3.164
H -0.233 0.209 -3.731
O -0.850 1.973 -0.113
P -1.462 3.313 -0.362
N -0.383 4.484 0.005
C -0.498 5.897 -0.367
C -0.023 6.620 0.887
C 1.127 5.729 1.360
C 0.669 4.302 1.025
N -1.937 3.636 -1.907
C -3.293 4.025 -2.320
C -3.047 4.916 -3.530
C -1.860 4.231 -4.202
C -0.989 3.783 -3.026
N -2.821 3.432 0.551
C -3.772 2.306 0.634
C -4.819 2.805 1.625
C -4.843 4.312 1.376
C -3.371 4.655 1.145
H -1.515 6.153 -0.662
H 0.162 6.132 -1.211
H -0.826 6.636 1.628
H 0.282 7.646 0.690
H 1.340 5.839 2.423
H 2.038 5.974 0.812
H 0.267 3.791 1.898
H 1.487 3.696 0.631
H -3.819 4.533 -1.514
H -3.884 3.147 -2.607
H -2.768 5.920 -3.200
H -3.919 4.997 -4.176
H -1.319 4.874 -4.894
H -2.209 3.359 -4.759
H -0.227 4.529 -2.784
H -0.484 2.842 -3.247
H -3.262 1.396 0.958
H -4.229 2.104 -0.341
H -4.500 2.597 2.648
H -5.788 2.333 1.470
H -5.274 4.882 2.198
H -5.421 4.531 0.476
H -2.865 4.883 2.088
H -3.254 5.521 0.489
*
```

Properties
Highest occupied orbital energy (spin up / spin down) (eV): -9.42 / -9.72
E_LUMO (spin up / spin down) (eV): -1.6 / -1.7

***

Name the most stable of them. <b>.